Record 1
Below is a molecular structure, C8H23ClMnOP2, with properties calculated with the ωB97M-V functional and the def2-TZVPD basis.

Values from the calculation:
2S+1: 5
<S²>: 6.08
Total charge: +1
Total energy, eV: -73126.752

Positions of all 36 atoms, in Å:
1 Mn 0.297 -0.002 0.633
2 Cl 0.380 -0.503 3.565
3 P -0.020 -2.071 -0.278
4 P -0.042 1.963 -0.325
5 O 3.230 -0.477 0.684
6 C 1.374 3.108 -0.031
7 C 0.317 0.842 2.406
8 C 1.312 -3.253 0.207
9 C -0.391 2.345 -2.090
10 C -0.210 -2.571 -2.045
11 C -1.470 -3.000 0.392
12 C -1.423 2.953 0.412
13 C 2.072 -0.313 0.588
14 H 0.398 1.944 -2.740
15 H 2.251 2.762 -0.594
16 H -1.372 3.037 1.505
17 H 1.037 -4.259 -0.145
18 H -2.393 -2.531 0.026
19 H -1.122 -2.120 -2.458
20 H -1.356 1.908 -2.383
21 H 1.200 1.483 2.572
22 H -1.424 -4.045 0.050
23 H -1.710 -0.717 1.016
24 H -2.380 2.488 0.138
25 H -1.544 0.058 1.094
26 H -0.283 -3.667 -2.105
27 H -1.461 -2.965 1.489
28 H 1.068 4.097 -0.404
29 H 1.638 3.167 1.033
30 H 1.427 -3.255 1.300
31 H -0.433 3.440 -2.196
32 H 2.263 -2.947 -0.249
33 H 0.656 -2.232 -2.628
34 H 0.103 -0.022 -0.962
35 H -0.623 1.401 2.553
36 H -1.368 3.958 -0.031

Record 2
Below is a molecular structure, C8H23N7O7Zn, with properties calculated with the ωB97M-V functional and the def2-TZVPD basis.

Values from the calculation:
Total charge: 0
Energy relative to the best compared isomer or geometry (same formula, charge and spin), kJ/mol: 152.2

Positions of all 46 atoms, in Å:
1 Zn -0.413 -0.273 0.443
2 O 0.652 -0.774 2.156
3 O -1.214 -2.487 0.599
4 O 4.285 0.484 0.233
5 O -1.365 0.123 2.192
6 O -1.884 -0.145 -0.989
7 O -0.351 -0.257 4.133
8 O -0.018 1.752 0.138
9 N -1.723 -4.583 -0.172
10 N -3.985 -0.882 -0.526
11 N -0.795 3.474 -1.130
12 N -3.018 -3.542 1.439
13 N 0.330 3.842 0.874
14 N -3.652 0.794 -2.047
15 N 1.134 -1.167 -0.712
16 C 4.684 1.567 1.029
17 C 2.451 -0.508 -0.900
18 C 2.328 0.602 -1.955
19 C -1.957 -3.444 0.583
20 C -0.302 -0.302 2.893
21 C -3.094 -0.126 -1.191
22 C -0.138 2.951 -0.038
23 C 2.938 0.036 0.410
24 H 1.363 -2.005 -0.172
25 H -3.060 -2.802 2.124
26 H 3.327 0.821 -2.333
27 H -3.058 1.354 -2.627
28 H 3.891 2.319 1.150
29 H 3.210 -1.193 -1.291
30 H -4.561 1.137 -1.796
31 H -0.663 2.952 -1.978
32 H -3.631 -1.376 0.276
33 H -3.608 -4.351 1.455
34 H -0.958 4.462 -1.204
35 H 1.891 1.495 -1.509
36 H 2.350 0.873 0.800
37 H -0.891 -4.556 -0.734
38 H 0.999 3.487 1.531
39 H 1.718 0.308 -2.812
40 H 2.941 -0.715 1.205
41 H -2.536 -5.043 -0.545
42 H -0.011 4.783 0.834
43 H -4.966 -0.825 -0.723
44 H 5.005 1.265 2.029
45 H 5.484 2.047 0.464
46 H 0.870 -1.571 -1.609

Record 3
Below is 5 unconnected molecules or ions with the total composition C8H24BrO4, with properties calculated with the ωB97M-V functional and the def2-TZVPD basis.

Values from the calculation:
Total charge: -1
Energy relative to the best compared isomer or geometry (same formula, charge and spin), kJ/mol: 233.6

Positions of all 37 atoms, in Å:
1 Br -3.089 16.042 12.058
2 O -8.518 17.132 12.681
3 O -1.083 12.982 8.862
4 O 0.637 18.415 10.695
5 O -3.908 17.890 16.892
6 C 1.116 12.501 9.850
7 C -9.490 17.586 13.617
8 C -9.206 17.077 15.050
9 C 0.778 13.924 7.704
10 C 1.285 18.749 11.944
11 C 0.238 12.797 8.586
12 C -9.386 19.124 13.418
13 C -4.538 19.118 17.127
14 H -9.726 17.657 15.813
15 H -0.080 17.818 10.923
16 H 0.119 14.173 6.871
17 H -8.421 19.454 13.803
18 H 1.705 13.520 7.297
19 H -9.692 16.110 15.182
20 H 0.949 14.839 8.271
21 H -10.149 19.620 14.019
22 H -4.263 19.983 16.525
23 H -8.129 16.953 15.161
24 H -4.079 17.658 15.977
25 H -10.487 17.330 13.256
26 H -7.707 17.579 12.933
27 H -1.047 13.431 9.709
28 H 0.543 11.849 10.509
29 H 0.291 11.848 8.052
30 H -5.624 19.052 17.049
31 H 1.362 13.362 10.472
32 H 2.026 12.075 9.426
33 H -9.664 19.513 12.439
34 H 0.575 19.240 12.610
35 H -4.180 19.408 18.115
36 H 2.137 19.413 11.798
37 H 1.497 17.807 12.450

Record 4
Below is 5 unconnected molecules or ions with the total composition C8H24BrO8, with properties calculated with the ωB97M-V functional and the def2-TZVPD basis.

Values from the calculation:
Total charge: -1
Energy relative to the best compared isomer or geometry (same formula, charge and spin), kJ/mol: 220.2

Positions of all 41 atoms, in Å:
1 Br 1.080 2.361 -0.983
2 O -0.830 3.080 3.936
3 O 0.480 -1.324 1.915
4 O -3.762 0.746 -1.987
5 O 3.696 -2.587 3.044
6 O 3.579 -0.422 -3.756
7 O 0.998 0.813 -5.359
8 O -2.253 2.582 6.482
9 O -4.979 -2.033 -1.975
10 C -3.262 -0.407 -2.692
11 C -0.864 2.751 6.331
12 C 1.546 -2.216 1.981
13 C -4.408 -1.441 -3.123
14 C 2.636 -1.729 2.917
15 C 2.857 -0.883 -4.913
16 C 2.247 0.286 -5.803
17 C -0.339 2.170 5.002
18 H -0.644 3.818 6.368
19 H -3.184 1.513 -1.982
20 H -0.687 1.151 4.833
21 H -2.517 -0.870 -2.046
22 H 4.303 -2.137 3.637
23 H 1.775 -2.486 0.950
24 H -0.396 2.271 7.190
25 H 3.571 -1.405 -5.551
26 H 0.745 -0.538 1.431
27 H -0.325 2.905 3.139
28 H 2.973 1.079 -5.982
29 H 3.096 0.318 -3.380
30 H -2.749 -0.117 -3.609
31 H 1.221 -3.159 2.421
32 H -4.112 -2.240 -3.803
33 H 1.068 1.266 -4.516
34 H 0.749 2.109 5.021
35 H -5.196 -0.923 -3.669
36 H -4.991 -2.977 -2.149
37 H 2.080 -1.605 -4.662
38 H 3.190 -0.869 2.542
39 H -2.643 2.829 5.640
40 H 1.969 -0.140 -6.768
41 H 2.284 -1.537 3.930

Record 5
Below is 5 unconnected molecules or ions with the total composition C8H24ClO4, with properties calculated with the ωB97M-V functional and the def2-TZVPD basis.

Values from the calculation:
Total charge: -1
Energy relative to the best compared isomer or geometry (same formula, charge and spin), kJ/mol: 136.3

Positions of all 37 atoms, in Å:
1 Cl -42.714 -59.497 23.700
2 O -45.742 -60.477 24.245
3 O -40.597 -61.801 23.769
4 O -41.191 -59.058 20.799
5 O -44.303 -56.793 24.855
6 C -38.899 -59.030 20.147
7 C -47.493 -60.565 22.365
8 C -39.931 -59.442 21.124
9 C -45.463 -56.216 24.386
10 C -40.077 -64.146 23.637
11 C -46.505 -56.304 25.471
12 C -40.868 -63.036 23.086
13 C -46.839 -59.791 23.582
14 H -41.781 -59.311 21.606
15 H -40.374 -64.849 23.081
16 H -45.732 -56.616 23.382
17 H -39.915 -58.933 22.064
18 H -40.821 -62.904 22.026
19 H -46.371 -58.893 23.193
20 H -37.812 -59.224 20.290
21 H -46.839 -57.338 25.756
22 H -47.694 -61.724 22.605
23 H -41.002 -60.875 23.383
24 H -39.075 -59.603 19.333
25 H -45.355 -55.051 24.088
26 H -47.393 -55.741 25.087
27 H -38.877 -58.046 19.835
28 H -40.476 -64.400 24.626
29 H -47.623 -59.667 24.323
30 H -41.988 -63.042 23.234
31 H -48.491 -60.419 22.370
32 H -39.945 -60.472 21.408
33 H -47.080 -60.349 21.186
34 H -38.981 -63.897 23.643
35 H -44.892 -60.155 23.990
36 H -46.140 -55.997 26.518
37 H -44.006 -57.540 24.156

Record 6
Below is a molecular structure, C8H24ClO4S, with properties calculated with the ωB97M-V functional and the def2-TZVPD basis.

Values from the calculation:
Total charge: -1
Energy relative to the best compared isomer or geometry (same formula, charge and spin), kJ/mol: 407.8

Positions of all 38 atoms, in Å:
1 Cl 0.353 0.256 -0.800
2 S -0.305 2.881 -0.289
3 O 2.028 -2.302 -0.212
4 O -2.583 0.501 -1.954
5 O 1.680 2.020 1.580
6 O -0.052 4.211 -1.017
7 C -3.394 -1.502 -0.740
8 C -0.245 3.420 1.430
9 C 1.164 -4.509 -0.338
10 C -2.998 -0.909 -2.083
11 C -2.077 2.602 -0.460
12 C 3.022 1.745 1.919
13 C 0.892 -2.994 -0.580
14 C 3.357 0.265 1.488
15 H -2.660 3.321 -0.512
16 H 1.538 1.391 0.863
17 H 3.704 2.345 1.564
18 H 0.666 -2.793 -1.505
19 H -2.346 -1.455 -2.633
20 H -4.230 -0.882 -0.210
21 H 3.162 1.872 3.003
22 H -2.268 2.104 -1.495
23 H -3.891 -2.366 -1.205
24 H 4.637 0.333 1.608
25 H -3.807 -0.957 -2.901
26 H -2.678 -1.801 -0.038
27 H 1.173 -4.508 0.777
28 H 0.068 -2.684 0.087
29 H 2.971 -0.528 2.264
30 H -0.373 4.513 1.445
31 H 3.159 -0.236 0.558
32 H 0.829 3.356 1.734
33 H 0.651 -5.302 -0.706
34 H -2.482 1.847 0.342
35 H 2.099 -5.083 -0.788
36 H -0.762 2.753 1.914
37 H -1.764 0.683 -1.533
38 H 1.765 -1.606 -0.578

Record 7
Below is 5 unconnected molecules or ions with the total composition C8H24ClO8, with properties calculated with the ωB97M-V functional and the def2-TZVPD basis.

Values from the calculation:
Total charge: -1
Energy relative to the best compared isomer or geometry (same formula, charge and spin), kJ/mol: 763.8

Positions of all 41 atoms, in Å:
1 Cl -0.635 0.157 0.360
2 O -0.468 1.543 0.123
3 O -1.544 -0.066 1.464
4 O -1.712 -2.646 -2.735
5 O 3.622 0.968 0.841
6 O -2.932 1.982 3.104
7 O 0.628 -0.361 0.672
8 O 3.695 -2.664 3.302
9 O -1.173 -0.398 -0.851
10 C 3.877 -2.332 0.988
11 C -2.840 -1.840 -3.035
12 C -4.203 3.491 1.685
13 C 2.958 1.922 -1.260
14 C 3.009 -2.171 2.182
15 C 4.081 1.244 -0.466
16 C -2.840 3.202 2.328
17 C -3.838 -2.601 -3.902
18 H -1.152 -2.192 -2.098
19 H -3.960 -3.632 -3.570
20 H 3.832 -3.561 2.984
21 H -3.539 -2.676 -4.949
22 H 2.668 0.856 0.784
23 H 3.349 -2.041 0.079
24 H -2.716 4.027 3.031
25 H -4.802 -2.093 -3.919
26 H 4.813 -1.783 1.084
27 H -2.542 -0.909 -3.522
28 H 4.972 1.864 -0.568
29 H 3.325 2.002 -2.285
30 H -5.140 3.357 2.226
31 H 2.657 2.916 -0.929
32 H 2.152 -2.806 1.945
33 H -2.076 3.232 1.553
34 H -4.445 2.757 0.909
35 H -4.251 4.398 1.080
36 H 4.037 -3.404 0.848
37 H -2.630 1.301 2.492
38 H -3.243 -1.505 -2.077
39 H 4.256 0.267 -0.923
40 H 2.705 -1.128 2.260
41 H 2.048 1.321 -1.234

Record 8
Below is a molecular structure, C8H24KO8, with properties calculated with the ωB97M-V functional and the def2-TZVPD basis.

Values from the calculation:
Total charge: +1
Energy relative to the best compared isomer or geometry (same formula, charge and spin), kJ/mol: 369.3

Positions of all 41 atoms, in Å:
1 K 0.971 1.281 -0.620
2 O -2.906 -0.108 -4.895
3 O -3.599 0.215 2.920
4 O -4.202 -1.111 5.432
5 O 2.530 5.604 1.231
6 O 4.056 -5.791 3.367
7 O -4.449 -0.344 -7.406
8 O 3.067 -3.038 2.078
9 O 4.676 4.347 -0.199
10 C 3.849 6.212 1.086
11 C -2.307 -0.095 -6.207
12 C 4.428 5.792 -0.263
13 C -4.391 -0.927 3.101
14 C -5.162 -0.855 4.439
15 C -3.189 -0.861 -7.196
16 C 3.872 -4.163 1.633
17 C 3.198 -5.443 2.270
18 H 5.348 6.365 -0.381
19 H -1.305 -0.521 -6.253
20 H 3.698 6.131 -0.998
21 H -3.881 -1.844 2.804
22 H 4.944 -4.242 1.813
23 H 2.155 -5.304 2.556
24 H 3.727 -4.229 0.555
25 H -3.323 -1.913 -6.947
26 H 3.935 7.295 1.184
27 H -4.880 -0.900 -8.059
28 H -5.124 -0.691 2.329
29 H 2.282 5.648 2.157
30 H -3.770 0.298 -5.002
31 H -2.198 0.906 -6.624
32 H -5.656 0.065 4.752
33 H 3.538 -6.356 3.946
34 H 3.143 -6.348 1.664
35 H -3.492 -0.495 5.238
36 H 5.330 4.097 0.458
37 H -4.179 0.974 2.828
38 H 4.575 5.782 1.776
39 H 3.254 -2.932 3.014
40 H -5.966 -1.584 4.525
41 H -2.594 -0.919 -8.107